1.
A molecular structure, C2H9N4O3Sn at a distorted geometry, computed with the ωB97M-V functional and the def2-TZVPD basis.

Structure (XYZ):
```
19
Properties=species:S:1:pos:R:3:mulliken_spin:R:1
H 0.36838 -0.15538 -3.85347 0.00
H 4.40218 1.43256 -1.57872 -0.02
Sn 2.64696 -0.47455 -0.30720 -0.02
O -0.02667 -0.67201 -1.49039 0.00
N -0.57729 -0.08932 -3.50497 0.00
H 0.15530 -1.70710 4.19886 0.00
O 1.28548 -0.40286 2.31674 0.00
C -0.88024 -0.39358 -2.28899 0.00
N -0.31645 -0.89933 3.81798 0.00
O 4.27150 0.88046 -2.37410 1.04
H -0.14768 1.56963 2.02248 0.00
H -2.47384 -0.34495 -1.10069 0.00
N -0.46333 0.88745 2.69710 0.00
H -1.39690 0.11650 -4.05812 0.00
N -2.14283 -0.25126 -2.05030 0.00
H -1.08765 -0.43055 4.27140 0.00
H -1.31972 0.86197 3.23194 0.00
H -2.51942 0.26543 -2.83215 0.00
C 0.22219 -0.19309 2.88261 0.00
```

Net charge: +2
Lowest unoccupied orbital energy (spin up / spin down), eV: -10.898 / -11.053
Expectation value of S²: 0.755
Spin multiplicity: 2
Highest occupied orbital energy (spin up / spin down), eV: -16.714 / -16.715

***

2.
2 unconnected molecules or ions with the total composition C2H9N5 at a distorted geometry, computed with the ωB97M-V functional and the def2-TZVPD basis.

Structure (XYZ):
```
16
Properties=species:S:1:pos:R:3:nbo_charge:R:1
H -1.74465 -1.21950 -1.59729 0.35
N -1.70844 -1.89854 -0.84519 -1.08
H -1.77979 0.55113 1.32064 0.14
N -0.34132 2.05353 -0.07874 -0.67
H 2.91274 0.74515 -0.81130 0.36
N -0.04083 0.77036 0.42847 -0.25
N 1.99560 1.10072 -0.57328 -0.77
H -0.65552 2.67146 0.66261 0.36
H 0.50403 2.40998 -0.52326 0.41
H 2.28644 -1.46615 0.12496 0.40
H -1.43851 -1.38832 0.00805 0.36
H -2.65214 -2.23891 -0.70547 0.35
H 0.72684 -1.44808 0.89966 0.43
C -0.84039 0.01433 1.10716 -0.16
N 1.52282 -0.94914 0.52067 -0.82
C 1.25314 0.29200 0.06229 0.58
```

Net charge: 0
Lowest unoccupied orbital energy, eV: 0.593
Spin multiplicity: 1
Highest occupied orbital energy, eV: -8.955
Relative energy (zero: lowest compared OMol25 entry of this formula, charge and spin), kJ/mol: 295.55

***

3.
2 unconnected molecules or ions with the total composition C2H9NO at a distorted geometry, computed with the ωB97M-V functional and the def2-TZVPD basis.

Structure (XYZ):
```
13
Properties=species:S:1:pos:R:3:nbo_charge:R:1
H -0.99518 -0.72927 1.05546 0.19
H 1.73834 -0.77369 1.86510 0.37
H -1.23601 0.72595 -1.00526 0.13
O 0.59957 1.88023 -1.26616 -0.74
C -0.44605 1.13074 -1.93922 -0.27
H 0.72810 1.44923 -0.45712 0.48
H -1.00220 1.87116 -2.77723 0.21
H 0.27616 0.16785 2.20272 0.37
H -0.11516 0.10069 -2.11871 0.18
H -0.21639 -2.37220 1.72198 0.17
N 0.82290 -0.35200 1.53981 -0.85
H -0.05499 -1.73081 0.04987 0.18
C -0.09906 -1.36787 1.12876 -0.42
```

Net charge: 0
Lowest unoccupied orbital energy, eV: 0.866
Spin multiplicity: 1
SMILES string: CN.CO
Highest occupied orbital energy, eV: -9.715
Relative energy (zero: lowest compared OMol25 entry of this formula, charge and spin), kJ/mol: 236.12

***

4.
2 unconnected molecules or ions with the total composition C2H9NO at a distorted geometry, computed with the ωB97M-V functional and the def2-TZVPD basis.

Structure (XYZ):
```
13
Properties=species:S:1:pos:R:3:nbo_charge:R:1
H -1.75136 0.90215 1.55177 0.16
H -1.16051 -0.61864 0.76675 0.16
C 0.79613 1.10926 0.22042 -0.26
H 1.11085 0.09654 0.47308 0.17
H 1.30613 1.34502 -0.70940 0.20
H 0.68638 -1.28639 -0.75102 0.37
H -2.44890 0.41314 0.08007 0.19
H 1.35223 -2.64707 -1.55081 0.37
H 0.93940 1.79160 1.05321 0.18
N 1.13276 -2.17816 -0.67953 -1.09
O -0.57602 1.12791 -0.16838 -0.55
C -1.49091 0.41277 0.60284 -0.25
H 0.61902 -2.86576 -0.14586 0.36
```

Net charge: 0
Lowest unoccupied orbital energy, eV: 1.013
Spin multiplicity: 1
SMILES string: COC.N
Highest occupied orbital energy, eV: -9.816
Relative energy (zero: lowest compared OMol25 entry of this formula, charge and spin), kJ/mol: 92.96